# C33H57AuClN2O2Si

C33H57AuClN2O2Si as an isolated structure in a non-equilibrium geometry (ωB97M-V/def2-TZVPD, the Open Molecules 2025 dataset).

Structure (ORCA input):
```
! wB97M-V def2-TZVPD RIJCOSX def2/J DEFGRID3
* xyz 1 3
O 0.31860 3.01378 0.53165
O -1.40082 3.04158 -1.75374
C 0.09521 2.82307 1.93453
C 1.26763 2.39736 2.80080
H -0.70994 2.08034 2.02702
H -0.31061 3.79032 2.25870
H 1.55209 1.36080 2.58949
H 0.94057 2.42710 3.84419
H 2.14031 3.05362 2.70569
C 1.47680 2.41433 -0.05937
C 2.19433 3.42425 -0.92585
H 1.11404 1.57980 -0.68144
H 2.16573 2.00829 0.70082
H 1.56426 3.72651 -1.76833
H 3.11732 3.00335 -1.33407
H 2.47158 4.31894 -0.35626
C -1.74850 2.67783 -3.10563
C -1.68315 4.40741 -1.41222
C -0.50607 2.26214 -3.86287
H -2.25454 3.51393 -3.62650
H -2.45893 1.83560 -3.03908
H 0.22114 3.08418 -3.91255
H -0.78429 1.98851 -4.88544
H -0.03408 1.39307 -3.38650
C -0.85482 5.37992 -2.21654
H -1.45537 4.48922 -0.34385
H -2.76240 4.59967 -1.55052
H 0.21022 5.15184 -2.11705
H -1.02633 6.39122 -1.84087
H -1.13068 5.35845 -3.27534
H -1.36758 1.78436 -0.31823
N 2.14898 -2.47814 1.79684
C 2.35149 -3.76500 1.67838
C 1.54468 -4.58551 0.86441
C 0.61367 -4.16810 -0.09469
C 3.53168 -4.44872 2.34789
H 3.70973 -4.06269 3.36100
H 4.45233 -4.31145 1.75693
H 3.32530 -5.52199 2.41091
C 0.32432 -5.12254 -1.23737
H 0.57314 -4.68137 -2.21390
H -0.73446 -5.41785 -1.24918
H 0.93241 -6.02199 -1.10463
N -0.04267 -3.00767 -0.09543
C 3.08801 -1.54421 2.20843
C 2.95604 -0.92955 3.48172
C 1.81101 -1.30895 4.35630
C 3.93696 -0.03768 3.91508
H 3.84293 0.40378 4.91005
C 5.01260 0.29122 3.08986
H 5.77814 0.98561 3.44319
C 5.11703 -0.26690 1.81754
H 5.94500 -0.00007 1.15826
C 4.16871 -1.17749 1.35958
C 4.28647 -1.77185 -0.00836
C -0.81386 -2.57583 -1.21371
C -2.20994 -2.80304 -1.22511
C -2.84818 -3.58106 -0.11635
C -2.95859 -2.29614 -2.28134
H -4.03934 -2.47557 -2.28241
C -2.34098 -1.59907 -3.32123
H -2.93851 -1.20920 -4.14728
C -0.95651 -1.43433 -3.33208
H -0.45032 -0.93492 -4.16460
C -0.17385 -1.91786 -2.28910
C 1.31149 -1.72548 -2.27519
Au -0.65144 -1.79988 1.47783
H 1.65535 -0.54932 5.13229
H 1.96474 -2.28220 4.84630
H 0.87722 -1.37249 3.77642
H 3.30156 -1.90436 -0.47734
H 4.78597 -2.75374 0.01405
H 4.88808 -1.10757 -0.64473
H -3.93397 -3.61531 -0.26788
H -2.66242 -3.12226 0.87208
H -2.47830 -4.61632 -0.07352
H 1.84394 -2.65700 -2.03635
H 1.60089 -0.96051 -1.53801
H 1.65690 -1.38366 -3.26085
H 1.78876 -5.64444 0.86872
C -2.00671 0.86816 -0.09261
Si -3.83283 1.34190 0.16634
H -1.88826 0.17468 -0.92923
H -1.61010 0.38836 0.80646
C -3.89132 2.81957 1.33513
C -4.71611 -0.16478 0.85465
C -4.71966 1.82860 -1.42483
H -5.78623 2.00973 -1.22033
H -4.65899 1.04263 -2.18748
H -4.30635 2.75101 -1.85313
H -3.57024 2.52487 2.34396
H -4.90810 3.23168 1.40772
H -3.22869 3.62450 0.98971
H -4.11793 -0.64999 1.63895
H -4.90573 -0.90157 0.05861
H -5.68587 0.12817 1.28520
Cl -1.42080 -0.52762 3.20683
*
```

HOMO energy (spin up / spin down), eV: -11.0396 / -11.0360
Energy above the lowest of the compared OMol25 structures with the same formula, charge and spin, eV: 0.0000
HOMO-LUMO gap (spin up / spin down), eV: 7.6 / 4.5
Strongest force on any atom, eV/A: 2.130
E_tot, Eh: -2436.70779